159
Properties=species:S:1:pos:R:3:forces:R:3 method="wB97M-V/def2-TZVPD" gap_ev=7.7 charge=+1 e_above_lowest_kcal_mol=16.6
C 5.073742 6.148911 -2.070631 0.15 -0.80 -0.53
C 5.360096 5.680304 -3.512208 -0.45 0.57 1.27
O 5.087195 4.269936 -3.568804 0.59 0.33 -0.58
C 5.832395 3.683081 -4.596048 -0.17 -0.42 -0.09
C 7.306668 3.387345 -4.191223 -0.19 0.45 -0.76
O 7.497583 3.661478 -2.791903 -0.41 0.08 0.41
N 8.830255 3.436414 -2.430459 0.25 -0.34 -0.17
C 8.993147 2.326158 -1.424430 -0.41 -1.25 0.82
C 7.708275 1.994774 -0.632954 -0.49 -0.43 -1.18
C 6.813210 0.988097 -1.408530 -0.52 0.43 1.16
C 5.741621 0.478908 -0.410030 -0.17 0.14 -0.54
C 4.362423 0.276000 -1.044788 -0.36 -0.11 0.36
C 3.673903 1.563708 -1.504562 -0.44 -0.11 0.37
C 3.185429 2.456353 -0.353206 0.12 0.80 -0.27
C 2.698964 3.814709 -0.927348 -0.53 -0.36 0.14
C 1.166737 3.940183 -1.000054 -0.69 0.18 -0.58
C 0.653652 4.553532 -2.328239 0.56 0.04 -0.07
O 0.266093 5.912599 -2.187962 -0.34 -0.40 -0.07
C -1.135208 6.120623 -2.250710 -0.09 0.28 0.30
C 10.268881 2.443975 -0.556677 0.13 0.49 1.34
C 10.050531 2.819936 0.938664 0.01 -0.50 -0.13
O 11.314972 3.239948 -1.104930 -1.14 -0.10 -0.63
C 10.986715 4.537130 -1.628893 1.76 -0.08 0.13
C 11.369661 5.558716 -0.540783 -0.86 0.59 -0.13
C 11.317678 7.059893 -0.914950 0.38 0.81 1.18
C 12.625488 7.826359 -0.632672 -0.09 -0.06 0.10
F 10.884909 7.326991 -2.214131 0.06 -0.44 -0.24
C 11.946569 4.632670 -2.865698 0.20 -1.56 -0.32
C 11.683994 3.434529 -3.826954 0.04 0.60 -0.12
C 13.446549 4.538958 -2.472319 0.50 0.71 -0.71
C 14.234124 5.842019 -2.825726 -0.94 -0.08 0.81
C 9.547247 4.724792 -2.165221 0.61 0.95 -1.25
O 8.749086 5.724964 -1.563127 0.26 -0.81 0.02
C 8.223933 5.413731 -0.424952 0.28 0.67 -1.49
N 7.593348 5.234793 0.499441 -0.94 -0.49 2.09
H 5.238981 5.272900 -1.439069 0.01 0.14 0.15
H 4.030297 6.437695 -1.964519 0.13 0.24 0.16
H 5.775967 6.919106 -1.754913 -0.29 0.23 -0.06
H 4.702984 6.210094 -4.207109 0.20 -0.12 -0.22
H 6.407461 5.915042 -3.732878 -0.04 -0.30 -0.26
H 5.365378 2.744605 -4.899668 -0.12 0.00 0.34
H 5.846008 4.298410 -5.502908 0.03 0.10 0.12
H 7.952366 4.062501 -4.766989 0.19 -0.19 0.11
H 7.522273 2.340911 -4.429515 0.23 0.04 0.25
H 9.267217 3.091250 -3.294593 0.43 0.05 0.29
H 9.119601 1.427570 -2.031455 0.25 0.29 -0.35
H 7.933968 1.509259 0.315628 0.39 0.30 0.02
H 7.080230 2.867488 -0.457773 0.29 0.12 0.32
H 6.259900 1.527539 -2.179392 0.33 -0.17 -0.31
H 7.398837 0.164768 -1.824136 -0.07 0.04 -0.11
H 6.053125 -0.435588 0.099945 0.13 0.05 -0.08
H 5.620118 1.245513 0.361844 0.05 -0.11 0.06
H 3.718970 -0.154951 -0.268343 0.00 -0.06 -0.09
H 4.366181 -0.464086 -1.851288 0.29 0.08 -0.03
H 2.777812 1.286765 -2.072571 0.13 0.00 -0.13
H 4.277963 2.180969 -2.179458 0.13 -0.18 0.06
H 3.976855 2.644600 0.379313 0.03 -0.13 -0.08
H 2.354014 2.000350 0.190046 0.18 -0.24 0.01
H 3.084787 4.660459 -0.355890 0.10 -0.09 -0.01
H 3.069891 3.909812 -1.950913 0.19 0.08 0.14
H 0.780525 4.595923 -0.216035 0.06 -0.16 0.11
H 0.635700 2.981317 -0.888148 0.50 0.07 0.14
H 1.458981 4.536100 -3.074648 -0.04 -0.04 0.07
H -0.154740 3.947268 -2.749593 -0.13 0.16 0.10
H -1.716863 5.234347 -1.974922 0.19 -0.06 -0.02
H -1.451322 6.442894 -3.248837 0.08 -0.02 0.04
H -1.382379 6.894488 -1.520892 -0.03 0.08 -0.18
H 10.680013 1.435908 -0.522732 0.08 0.03 -0.31
H 9.087310 3.262242 1.183212 0.20 0.32 -0.09
H 10.137660 1.920902 1.553125 -0.13 -0.03 -0.10
H 10.892226 3.436300 1.240885 -0.16 0.22 0.06
H 10.703373 5.420051 0.315613 -0.06 -0.03 -0.10
H 12.354896 5.346511 -0.138159 0.11 -0.38 -0.38
H 10.590218 7.535473 -0.253794 -0.35 -0.15 -0.31
H 12.456972 8.555741 0.159901 -0.01 0.01 -0.05
H 13.427524 7.175404 -0.284933 0.02 -0.01 -0.19
H 12.956387 8.382514 -1.508789 -0.02 -0.12 -0.04
H 11.757315 5.517707 -3.474094 0.02 0.26 0.47
H 12.475506 3.448595 -4.575585 -0.14 0.00 -0.13
H 10.752898 3.553908 -4.405974 0.02 -0.23 0.09
H 11.761519 2.470719 -3.323418 -0.23 0.05 0.01
H 13.914007 3.770962 -3.087900 -0.18 -0.27 0.22
H 13.606174 4.221961 -1.444075 -0.16 0.12 0.03
H 13.499256 6.628817 -2.999534 0.21 0.13 -0.28
H 14.856693 5.719802 -3.706926 0.07 0.06 0.07
H 14.809275 6.193881 -1.971498 0.37 -0.12 -0.18
H 9.689710 5.132637 -3.166281 -0.20 0.16 0.09
C -1.217416 -2.132601 5.765486 0.06 0.01 -0.03
C 0.096520 -1.958769 5.342084 -0.07 0.01 -0.01
C 0.360310 -1.358144 4.122413 0.10 -0.06 0.13
C -0.688984 -0.938279 3.314187 -0.13 -0.02 0.01
C -2.008499 -1.133841 3.729524 0.13 0.03 -0.05
C -2.267401 -1.721971 4.961393 0.00 -0.08 0.14
C -3.146367 -0.734551 2.858340 -0.33 -0.07 0.12
O -4.293561 -0.899216 3.219398 0.17 0.11 -0.01
C -2.848457 -0.136362 1.530093 0.10 0.01 -0.08
C -3.896284 0.190642 0.677800 -0.12 0.06 -0.12
C -3.631520 0.760403 -0.556634 0.08 0.02 0.01
C -2.318272 1.014176 -0.941160 -0.06 -0.02 0.06
C -1.271550 0.683903 -0.096673 -0.03 0.11 -0.26
C -1.531083 0.100490 1.135488 -0.06 -0.05 0.10
C -0.392379 -0.278829 2.014616 0.37 0.06 -0.09
O 0.754842 -0.058713 1.674870 -0.06 0.00 0.00
H -1.421008 -2.594554 6.722989 0.00 0.01 -0.02
H 0.915212 -2.291580 5.967177 -0.02 0.01 0.00
H 1.382166 -1.218602 3.795909 -0.06 0.07 -0.10
H -3.289263 -1.862407 5.288687 -0.02 0.03 -0.13
H -4.917563 -0.003826 0.977808 0.07 -0.04 0.11
H -4.448584 1.009992 -1.221313 0.01 -0.01 0.02
H -2.113212 1.466639 -1.903582 -0.01 -0.01 0.01
H -0.251204 0.877289 -0.400376 0.04 -0.10 0.13
C -8.151316 -1.009571 6.368989 0.05 -0.02 -0.05
C -7.067760 -0.981268 5.495852 -0.08 -0.02 0.05
C -7.007115 -1.866529 4.433116 0.09 0.04 -0.03
C -8.025778 -2.793627 4.244523 -0.14 0.00 0.15
C -9.102079 -2.837603 5.134232 0.10 -0.01 -0.11
C -9.165518 -1.935548 6.189288 0.03 0.12 0.13
C -10.178476 -3.853522 4.977059 -0.30 0.00 0.25
O -11.116211 -3.889081 5.747705 0.05 0.00 -0.04
C -10.074560 -4.829729 3.858728 0.11 -0.01 -0.08
C -11.039419 -5.821215 3.727076 -0.09 -0.13 -0.05
C -10.962672 -6.728357 2.683551 0.02 -0.02 -0.03
C -9.924945 -6.643232 1.760433 -0.03 0.03 0.06
C -8.957646 -5.660720 1.889446 -0.03 -0.15 -0.12
C -9.022799 -4.756605 2.942676 -0.08 0.02 0.10
C -7.957581 -3.727619 3.087943 0.29 0.03 -0.25
O -7.050027 -3.654982 2.283137 -0.05 -0.01 0.04
H -8.200639 -0.310160 7.194150 -0.01 -0.01 -0.01
H -6.269318 -0.264569 5.644140 -0.01 -0.01 -0.03
H -6.165728 -1.836608 3.755472 -0.14 -0.08 -0.02
H -10.005302 -1.961049 6.870897 -0.03 -0.11 -0.08
H -11.848293 -5.885520 4.442564 0.05 0.12 0.04
H -11.713121 -7.502809 2.584721 -0.01 0.04 -0.02
H -9.870539 -7.348937 0.941169 -0.01 0.01 0.01
H -8.148502 -5.597838 1.174017 0.04 0.10 0.09
C -17.055947 -10.295488 3.539455 -0.03 -0.04 -0.04
C -17.844094 -11.304157 2.993999 0.06 0.05 0.00
C -17.712829 -11.643008 1.657778 -0.11 -0.07 0.13
C -16.800614 -10.967233 0.856885 0.08 0.13 0.04
C -16.025892 -9.939253 1.398915 -0.06 -0.10 -0.07
C -16.149803 -9.614291 2.744406 -0.05 0.01 0.16
C -15.077729 -9.172122 0.546745 0.19 0.26 0.15
O -14.399529 -8.280719 1.017546 0.02 -0.05 0.00
C -14.984091 -9.515281 -0.897944 -0.09 -0.09 -0.06
C -14.146254 -8.773649 -1.722166 0.11 0.07 -0.14
C -14.039802 -9.090586 -3.065821 -0.04 -0.06 0.00
C -14.763640 -10.156435 -3.591512 0.02 0.04 0.05
C -15.603972 -10.895440 -2.775978 0.04 0.00 -0.18
C -15.724577 -10.572727 -1.429932 0.07 0.10 0.07
C -16.657726 -11.354098 -0.573094 -0.22 -0.30 -0.14
O -17.291596 -12.282253 -1.031398 0.04 0.06 0.02
H -17.154126 -10.038154 4.586367 0.00 0.00 -0.02
H -18.560371 -11.827215 3.614584 0.02 0.00 -0.01
H -18.322010 -12.430750 1.234986 0.08 0.02 -0.11
H -15.541007 -8.826472 3.167540 0.03 0.02 -0.13
H -13.580794 -7.946648 -1.313491 -0.06 -0.05 0.12
H -13.390462 -8.508364 -3.707209 -0.01 -0.01 0.01
H -14.673872 -10.406993 -4.640830 0.00 0.00 0.02
H -16.170300 -11.721192 -3.185592 -0.05 0.00 0.13

159
Properties=species:S:1:pos:R:3:forces:R:3 method="wB97M-V/def2-TZVPD" gap_ev=4.3 charge=-2
Cs -0.435274 0.399764 0.824314 1.04 -2.27 0.52
C -5.508248 -0.895369 -4.063972 0.04 -0.13 0.02
C -4.800445 -1.734106 -2.991604 -0.08 0.23 -0.01
C -4.281082 -0.888815 -1.869362 0.01 -0.08 0.07
C -4.912732 -0.530176 -0.719408 0.00 -0.11 -0.02
C -6.323820 -0.820733 -0.312082 0.04 0.16 -0.03
C -7.224522 0.410639 -0.480377 -0.01 -0.09 0.00
C -3.959861 0.301620 0.023866 -0.07 -0.10 -0.11
N -2.818379 0.431786 -0.670321 -0.22 0.15 -0.24
C -2.963391 -0.245403 -1.824583 -0.12 -0.03 -0.05
C -2.049808 -0.246943 -2.879384 -0.06 -0.03 -0.07
C -0.832270 0.439312 -2.977343 0.17 0.06 -0.10
C -0.071499 0.595500 -4.218911 -0.06 0.02 0.00
C -0.507671 0.131430 -5.576793 0.15 -0.20 0.08
C -0.093482 -1.313392 -5.876867 -0.10 0.05 -0.04
C 1.027634 1.332030 -3.897187 0.07 -0.11 0.07
C 0.891153 1.661141 -2.476765 -0.04 -0.11 -0.23
C 1.711531 2.572463 -1.801098 -0.01 0.09 0.02
C 1.453115 3.180860 -0.570198 0.10 0.11 -0.04
N 0.445222 2.839532 0.253439 0.12 0.93 -0.24
C 0.467764 3.683902 1.296385 0.13 0.12 -0.09
C -0.445873 3.680716 2.357770 -0.06 -0.01 0.08
C -1.652463 2.985025 2.460289 -0.22 0.27 0.17
N -2.208108 2.239469 1.492968 -0.40 0.61 0.07
C -3.367966 1.757806 1.968632 -0.04 0.12 0.09
C -4.201107 0.876230 1.277621 -0.07 0.06 0.07
C -3.617199 2.268752 3.328054 -0.03 -0.04 0.02
C -2.529688 3.020738 3.645316 -0.04 -0.04 0.09
C -2.188814 3.805586 4.880352 -0.16 0.12 -0.18
C -2.575413 5.284044 4.732248 0.09 -0.10 0.09
C -4.891982 1.939672 4.054395 0.12 0.09 0.11
C -5.100871 2.566009 5.431172 -0.02 -0.09 -0.10
C 1.567561 4.640063 1.148800 0.08 -0.03 0.06
C 2.177213 4.332280 -0.028870 0.08 -0.02 0.06
C 3.259038 5.085754 -0.738808 -0.15 0.05 -0.05
C 2.675736 6.012675 -1.814763 0.12 -0.02 0.04
C 1.849853 5.779500 2.079290 -0.15 0.06 -0.14
C 0.829239 6.913607 1.904879 0.11 -0.03 0.07
N -0.218594 1.088233 -1.972010 0.01 0.10 -0.15
C 2.123280 1.795062 -4.810229 -0.27 0.19 -0.02
C 1.896901 3.225271 -5.318537 0.10 -0.08 0.02
H -5.814264 -1.512316 -4.914503 -0.02 0.03 -0.01
H -4.842723 -0.109093 -4.422836 -0.01 0.01 -0.02
H -6.395402 -0.417610 -3.644198 0.00 0.03 -0.02
H -3.970028 -2.277755 -3.449082 -0.02 -0.04 0.01
H -5.497070 -2.483946 -2.603966 0.03 -0.02 0.00
H -6.351207 -1.141751 0.733228 -0.02 -0.04 -0.01
H -6.720615 -1.641140 -0.918878 0.01 -0.04 0.05
H -6.865578 1.224865 0.149269 -0.02 0.03 -0.01
H -8.261830 0.189050 -0.211501 0.01 0.01 0.02
H -7.202485 0.760320 -1.514590 -0.01 0.01 0.00
H -2.348461 -0.794496 -3.769692 -0.04 0.01 0.01
H -0.089901 0.789367 -6.345653 -0.05 0.02 -0.01
H -1.595916 0.208072 -5.644260 0.01 0.06 -0.05
H 0.993058 -1.387507 -5.941951 0.06 -0.05 0.03
H -0.517927 -1.662278 -6.823651 0.02 -0.02 0.00
H -0.436777 -1.972459 -5.076944 0.03 -0.03 0.00
H 2.586187 2.923957 -2.342029 -0.01 0.04 -0.02
H -0.192039 4.320520 3.196812 0.02 0.00 0.01
H -5.127990 0.596600 1.769585 0.00 -0.03 -0.02
H -1.112852 3.732935 5.052561 0.00 -0.02 0.06
H -2.678349 3.387454 5.757715 0.05 -0.01 0.02
H -2.059372 5.721258 3.876416 -0.03 0.03 -0.01
H -2.314487 5.857540 5.626973 -0.01 0.02 -0.02
H -3.648414 5.378639 4.556404 -0.01 0.03 0.00
H -4.957930 0.851405 4.151793 -0.09 0.01 -0.05
H -5.724598 2.245509 3.410898 -0.02 -0.09 -0.01
H -4.378263 2.184320 6.152872 0.00 0.04 0.03
H -6.100098 2.321541 5.800964 0.01 0.00 0.02
H -5.014098 3.653049 5.392437 0.02 0.01 0.04
H 3.955644 4.386466 -1.210951 0.05 0.01 0.03
H 3.833905 5.686077 -0.027293 0.04 -0.06 0.02
H 2.100824 5.431818 -2.536163 -0.02 0.02 -0.02
H 3.461382 6.557783 -2.347511 -0.01 -0.01 -0.01
H 1.999348 6.737814 -1.359161 -0.01 0.01 -0.01
H 2.856471 6.169150 1.900800 0.02 -0.03 0.05
H 1.819342 5.425851 3.114217 0.04 0.01 0.01
H 0.893444 7.323861 0.895373 -0.03 0.01 0.00
H 0.995192 7.724226 2.621049 0.00 0.00 -0.01
H -0.179526 6.524814 2.043032 -0.03 0.04 -0.01
H 2.192077 1.117504 -5.667448 0.08 -0.01 0.04
H 3.079840 1.752593 -4.279237 0.02 -0.03 -0.06
H 0.922061 3.301797 -5.802806 0.00 0.02 -0.02
H 2.670712 3.522882 -6.033238 -0.02 0.02 -0.01
H 1.909943 3.928137 -4.485436 -0.05 0.03 0.00
S 0.721852 -2.812428 -1.932806 0.39 -0.05 -0.03
C 2.226739 -3.489809 -1.826865 -0.86 0.46 -1.47
N 2.942190 -3.872098 -2.934175 -0.17 -0.13 0.63
C 4.167807 -4.614099 -2.753254 0.26 0.02 0.22
C 5.005453 -3.906343 -1.713148 -0.01 -0.06 -0.27
N 4.245933 -3.827124 -0.482883 -0.39 0.28 -0.32
C 5.006551 -3.788697 0.758593 -0.01 0.00 0.03
C 6.156960 -2.820753 0.667790 0.12 0.02 -0.03
C 7.473810 -3.265499 0.634567 -0.05 -0.02 0.04
C 8.524905 -2.365762 0.523558 0.04 0.05 -0.03
C 8.265550 -1.006220 0.440003 0.03 -0.05 0.01
C 6.953017 -0.552656 0.475064 0.00 0.06 -0.04
C 5.906470 -1.452651 0.588491 -0.09 -0.02 0.02
C 2.886405 -3.642795 -0.506850 0.48 -0.43 1.78
S 1.995321 -3.615861 0.888938 0.18 -0.01 -0.47
C 2.445988 -3.731795 -4.289151 -0.10 0.08 0.03
C 3.360246 -2.852481 -5.101259 0.11 0.06 -0.07
C 3.913380 -3.284199 -6.300099 -0.05 -0.03 0.03
C 4.763030 -2.457943 -7.024337 0.03 0.04 -0.04
C 5.065672 -1.190524 -6.552170 0.02 -0.03 -0.03
C 4.516521 -0.750810 -5.353196 0.06 0.02 -0.02
C 3.668199 -1.574808 -4.634295 -0.08 -0.05 0.06
H 4.704186 -4.652544 -3.701173 -0.03 0.02 -0.02
H 3.961373 -5.639722 -2.417605 0.00 0.00 -0.10
H 5.283363 -2.913139 -2.086837 0.04 -0.01 0.05
H 5.925288 -4.462431 -1.524074 -0.01 -0.01 0.03
H 5.375055 -4.793620 0.995507 -0.02 0.01 -0.02
H 4.309239 -3.493957 1.541338 0.04 -0.01 0.08
H 7.680030 -4.328434 0.702540 -0.02 -0.01 -0.01
H 9.545883 -2.726764 0.494391 0.00 0.00 0.02
H 9.083468 -0.301709 0.355153 -0.01 0.01 -0.01
H 6.745685 0.508077 0.413238 -0.03 -0.01 0.02
H 4.881491 -1.099410 0.626269 0.00 0.02 0.00
H 1.457349 -3.282026 -4.203997 -0.04 -0.02 -0.09
H 2.342523 -4.715552 -4.760847 0.01 -0.01 0.05
H 3.674854 -4.273738 -6.675368 0.00 -0.02 0.03
H 5.195402 -2.807872 -7.954025 -0.03 0.00 -0.01
H 5.725713 -0.544799 -7.118077 0.01 0.00 0.02
H 4.747700 0.240638 -4.984757 -0.04 -0.03 0.00
H 3.216645 -1.231076 -3.709319 0.00 0.06 0.00
C -2.764741 -1.866191 6.875985 0.00 0.10 -0.04
C -3.174089 -0.914210 5.747571 0.02 -0.12 0.01
C -3.731606 -1.631695 4.543991 0.15 0.08 -0.02
C -5.084794 -1.946745 4.489788 -0.07 -0.07 -0.04
C -5.632698 -2.575914 3.383569 -0.03 0.02 0.03
C -4.810497 -2.879171 2.305482 -0.03 -0.06 0.05
C -3.459824 -2.570422 2.317417 0.09 0.04 -0.04
C -2.587211 -2.885024 1.133139 0.09 -0.15 0.10
C -1.747599 -4.150902 1.335728 -0.04 0.05 -0.10
C -2.898661 -1.949211 3.453356 -0.44 -0.25 0.14
N -1.579754 -1.548371 3.424978 0.46 0.39 -0.18
C -0.622825 -2.150282 4.026546 -0.56 -0.20 0.02
C 0.741707 -1.758469 4.061969 0.62 0.05 0.08
C 1.754983 -2.452970 4.766640 -0.26 -0.09 -0.03
C 2.926508 -1.737628 4.557673 0.17 0.08 -0.07
C 2.556164 -0.650151 3.734141 0.14 -0.09 0.07
N 1.259552 -0.655437 3.436220 -0.21 -0.01 0.00
H -2.436422 -1.304879 7.754627 0.02 -0.03 0.01
H -1.943368 -2.508745 6.557816 -0.01 -0.02 0.01
H -3.604979 -2.501708 7.166287 0.01 -0.02 0.01
H -2.308350 -0.327174 5.435288 -0.04 0.08 0.03
H -3.933368 -0.226032 6.132020 0.02 0.04 -0.04
H -5.721575 -1.679696 5.329166 0.02 0.02 0.01
H -6.691377 -2.808059 3.350999 0.01 0.00 0.00
H -5.230474 -3.356443 1.425225 0.03 0.03 -0.03
H -1.910265 -2.045425 0.965790 -0.10 -0.05 -0.09
H -3.209935 -3.004386 0.243106 0.00 0.13 -0.01
H -1.077089 -4.035462 2.187389 0.00 -0.05 0.00
H -1.132274 -4.342422 0.453580 0.01 -0.01 0.03
H -2.390583 -5.017787 1.512427 0.00 -0.01 0.02
H -0.836363 -3.080663 4.580694 0.01 0.01 0.00
H 1.627386 -3.358596 5.346306 -0.02 0.01 -0.01
H 3.914818 -1.959149 4.937855 0.00 0.00 0.00
H 3.206491 0.134556 3.362624 -0.02 0.01 -0.01

- Among the records above, which one has the highest charge?
  C69H76FN2O11

- Among the records above, which one has the lowest charge?
  C69H79CsN8S2